No. 1
Density functional theory data (the ωB97M-V functional and the def2-TZVPD basis) for a molecular structure, C25H43F3O3P2SSm in a non-equilibrium geometry.

Computed properties:
total charge	+1
frontier orbital gap (spin up / spin down)	0.1800 / 0.2098	hartree
energy relative to the best compared isomer or geometry (same formula, charge and spin)	0.00	kJ/mol
E_LUMO (spin up / spin down)	-4.52 / -3.70	eV
2S+1	6

```
78
Properties=species:S:1:pos:R:3:forces:R:3:mulliken_spin:R:1
Sm -2.853066 -0.857087 0.517724 3.593 0.508 2.552 5.116
C -4.918174 0.405260 0.108984 -0.759 -0.535 -1.169 -0.022
C -4.092669 0.806534 -0.984466 -1.066 -0.625 -0.442 -0.007
C -4.399755 -1.495908 -1.138061 -0.765 1.294 -0.215 -0.018
C -5.131188 -1.019993 0.010909 -0.077 0.860 -1.054 -0.026
C -3.773673 -0.356669 -1.755012 -0.842 -0.046 0.212 -0.019
C -5.626773 1.342364 1.023997 -0.123 0.195 0.412 0.002
H -5.148442 2.328620 1.034829 -0.128 -0.263 0.093 -0.001
H -5.664755 0.972911 2.052568 -0.006 0.118 -0.208 -0.001
H -6.662794 1.479230 0.677515 0.278 -0.029 0.080 -0.002
C -5.725148 -1.884676 1.066251 -0.307 -0.262 0.138 -0.007
H -6.192403 -1.289441 1.857205 0.148 -0.155 -0.142 -0.001
H -4.967441 -2.535423 1.550420 -0.191 0.052 -0.007 -0.002
H -6.487899 -2.550075 0.636714 0.266 0.084 0.161 0.000
C -4.042407 -2.922546 -1.385019 -0.001 -0.151 -0.244 -0.005
H -4.905601 -3.497011 -1.749757 0.262 0.004 0.255 -0.001
H -3.690012 -3.420580 -0.457475 -0.120 -0.079 -0.123 -0.001
H -3.246878 -3.011849 -2.132962 -0.180 -0.037 0.094 0.000
C -3.032434 -0.361597 -3.053871 0.192 -0.097 -0.193 0.003
H -3.739964 -0.408509 -3.897293 0.206 -0.018 0.274 -0.001
H -2.370927 -1.233467 -3.133171 -0.057 0.173 -0.137 -0.001
H -2.427706 0.541725 -3.186690 -0.135 -0.230 0.046 0.000
C -3.952759 2.219544 -1.455788 0.284 0.329 -0.010 0.002
H -4.713067 2.422306 -2.224661 0.177 -0.104 0.170 -0.001
H -2.971367 2.422194 -1.900753 -0.257 -0.006 0.098 -0.001
H -4.120621 2.940903 -0.647464 0.111 -0.191 -0.223 -0.001
C -0.226392 1.318955 2.144334 -0.500 -0.313 0.340 -0.005
C -1.072011 2.290581 1.782955 -0.467 -0.289 0.248 0.002
C -1.003344 3.208154 0.607438 -0.034 0.232 -0.278 0.000
C -0.042985 2.826130 -0.537027 0.250 0.930 -0.304 0.001
C -0.338234 1.534352 -1.208260 -0.561 -0.683 0.073 -0.006
C 0.049750 0.312752 -0.816244 -0.199 -0.100 -0.088 0.007
C 1.009151 -0.025897 0.291091 0.142 -0.280 0.289 -0.003
C 1.070073 0.909983 1.515781 0.683 -0.191 0.262 0.002
H -0.718006 4.230884 0.927425 -0.262 -0.455 0.008 0.000
H 0.999243 2.890599 -0.205924 -0.281 -0.044 -0.065 0.000
H -2.040048 3.278537 0.225199 0.500 0.174 -0.018 -0.001
H 1.691606 1.785635 1.279225 -0.219 -0.323 0.175 0.000
H -0.444779 0.776398 3.075741 -0.145 0.303 -0.347 0.000
H -1.959056 2.455554 2.414547 0.520 -0.139 -0.104 0.001
H 1.606077 0.337409 2.298463 0.007 0.416 -0.451 0.000
H 0.763030 -1.049085 0.626490 0.141 0.199 0.060 -0.001
H -0.295580 -0.559625 -1.397939 0.259 0.371 -0.115 0.000
H 2.049706 -0.104849 -0.090983 -0.553 -0.101 -0.101 0.000
H -0.166268 3.607980 -1.302141 0.184 -0.114 0.228 0.000
H -0.962356 1.622022 -2.099542 0.086 -0.211 0.215 0.000
P 4.904530 -0.375222 -0.067272 0.581 0.572 0.608 0.000
P 5.896598 -1.914292 -2.416773 1.311 -0.345 -0.405 0.000
C 6.783842 -0.320265 -0.306317 -0.397 0.034 0.041 0.000
C 7.247126 -1.478715 -1.175175 -0.528 -0.401 -0.335 0.000
H 7.257400 -0.360656 0.682916 -0.059 0.220 -0.205 0.000
H 7.038783 0.641905 -0.770936 -0.080 -0.204 0.092 0.000
H 8.160169 -1.238307 -1.737104 -0.122 -0.165 0.238 0.000
H 7.432063 -2.381960 -0.579286 0.000 0.183 -0.034 0.000
C 6.757053 -3.386639 -3.094756 0.002 -0.215 -0.152 0.000
H 6.233473 -3.713128 -3.999005 0.160 -0.062 0.084 0.000
H 6.719484 -4.198093 -2.361028 0.029 0.045 -0.148 0.000
H 7.803789 -3.160862 -3.336261 -0.177 -0.135 0.004 0.000
C 6.487426 -0.736807 -3.708360 -0.271 0.083 -0.188 0.000
H 7.577739 -0.803155 -3.823289 -0.259 0.052 -0.029 0.000
H 6.207198 0.289986 -3.454290 0.054 -0.063 -0.091 0.000
H 6.004089 -1.002842 -4.654699 0.110 0.175 0.055 0.000
C 4.962731 -0.794231 1.728329 -0.157 0.124 0.043 0.000
H 3.955221 -0.703961 2.153372 0.237 -0.078 0.086 0.000
H 5.660600 -0.125858 2.253281 -0.258 -0.225 0.020 0.000
H 5.299696 -1.835448 1.829238 -0.109 0.276 0.058 0.000
C 4.655332 1.451051 0.012567 -0.015 0.026 0.194 0.000
H 4.818125 1.864107 -0.992912 -0.059 -0.040 0.289 0.000
H 5.360592 1.907044 0.722273 -0.254 0.066 -0.190 0.000
H 3.622463 1.663505 0.316663 0.260 0.119 -0.040 0.000
F -4.807197 -0.137103 6.170082 0.155 -0.213 -1.457 0.000
C -4.794501 -0.344307 4.837341 -0.821 -0.017 0.236 0.000
F -5.241471 -1.599830 4.580284 0.325 0.967 0.181 0.000
F -5.661308 0.538497 4.256228 0.750 -0.825 0.526 0.000
S -3.077549 -0.118115 4.142627 -0.048 0.359 1.086 0.000
O -2.829338 1.297002 4.288601 -0.064 -1.136 -0.356 0.000
O -2.287066 -1.085324 4.855106 -0.272 0.607 -0.684 -0.001
O -3.258746 -0.521204 2.683255 -0.077 0.045 0.025 -0.002
```
Positions in Å, forces in eV/Å.

=====

No. 2
Density functional theory data (the ωB97M-V functional and the def2-TZVPD basis) for 3 unconnected molecules or ions with the total composition C25H43FN5O9P2 in a non-equilibrium geometry.

Computed properties:
total charge	+1
frontier orbital gap	0.2735	hartree
E_LUMO	-4.16	eV
2S+1	1

```
85
Properties=species:S:1:pos:R:3:forces:R:3:lowdin_charge:R:1
O 3.830805 -1.049993 -2.123919 0.704 -0.912 0.307 0.168
C 4.544088 -1.989379 -2.301547 -0.872 1.296 0.103 -0.429
F 5.706146 -2.116254 -1.663875 -0.194 -0.313 -0.450 0.154
C 4.179691 -3.079678 -3.286469 0.822 -0.027 -0.256 -0.047
N 2.738563 -3.425030 -3.155224 0.780 -0.606 0.801 0.115
C 2.528918 -4.758336 -2.855513 0.101 -0.143 -0.029 -0.345
N 2.314728 -5.171434 -1.568631 -1.316 1.246 -0.313 0.172
C 0.982387 -5.647247 -1.231377 -0.522 -0.884 0.352 -0.221
C -0.098688 -5.619880 -2.098455 0.628 0.161 -0.143 -0.017
C -1.325708 -6.070437 -1.644178 -0.835 -0.077 -0.509 -0.123
N -1.587417 -6.574037 -0.441809 0.977 0.389 -0.291 0.099
C -0.523175 -6.580894 0.359434 -0.319 -0.319 0.863 -0.118
C 0.745074 -6.129326 0.044539 0.497 0.094 -0.206 0.000
N 2.585221 -5.621928 -3.832814 0.126 -0.127 -0.090 0.201
C 2.430668 -7.048173 -3.714420 -0.192 -0.055 -0.229 -0.217
C 1.482116 -7.701913 -4.488084 0.260 -0.138 0.415 0.008
C 1.391410 -9.065532 -4.271302 -0.161 0.271 -0.273 -0.031
C 2.219687 -9.665498 -3.336585 -0.004 -0.963 0.214 -0.111
N 3.162865 -9.060826 -2.612811 -0.742 0.517 -0.697 0.113
C 3.230616 -7.755529 -2.837694 0.838 0.441 0.577 -0.092
H 4.834895 -3.939156 -3.138706 -0.211 -0.141 0.052 0.136
H 4.408562 -2.692441 -4.280850 -0.130 0.107 -0.001 0.143
H 2.304862 -2.857701 -2.432023 0.018 0.345 -0.231 0.134
H 2.499286 -4.389989 -0.946435 0.305 -0.176 0.166 0.162
H -0.002152 -5.253866 -3.112489 -0.135 0.048 -0.014 0.114
H -2.166555 -6.010693 -2.326748 -0.024 -0.052 0.006 0.119
H -0.681106 -6.983811 1.353516 -0.051 0.006 0.006 0.120
H 1.536757 -6.170828 0.780365 -0.008 -0.065 0.034 0.123
H 2.747961 -5.238567 -4.756089 -0.219 0.045 -0.042 0.188
H 0.844325 -7.177938 -5.186949 -0.005 -0.007 -0.044 0.128
H 0.680430 -9.663137 -4.822101 -0.017 -0.045 0.028 0.118
H 2.104281 -10.729619 -3.165267 0.084 -0.017 0.011 0.120
H 3.983256 -7.209256 -2.277102 0.029 -0.047 0.029 0.123
O -2.247709 1.625540 -3.775093 1.742 0.814 -2.054 -0.207
P -1.294385 2.236082 -2.835007 -2.531 -0.515 4.705 0.484
O -0.643839 1.031023 -1.960577 0.284 0.325 -0.382 -0.197
C 0.191171 0.074620 -2.605341 0.102 -0.189 -0.139 -0.279
C 1.537697 0.635579 -3.027799 -0.288 0.302 -0.178 -0.082
O -2.250864 2.921830 -1.717115 0.408 0.063 -0.045 -0.226
C -3.653485 3.109250 -1.937900 -0.304 -0.131 -0.047 -0.272
C -4.459373 1.980686 -1.328278 0.032 0.008 0.303 -0.067
O -0.155411 3.331245 -2.738036 0.173 -0.548 -2.070 -0.188
C 0.142467 4.091069 -1.550618 0.402 0.783 0.365 -0.233
C 0.554760 3.281209 -0.346055 -0.220 -0.441 0.053 -0.073
H -0.337761 -0.346509 -3.466609 -0.025 0.014 0.022 0.113
H 0.338782 -0.729688 -1.879518 -0.097 0.055 0.071 0.109
H 1.422460 1.394417 -3.804055 -0.026 -0.019 -0.001 0.081
H 2.161832 -0.158835 -3.425359 -0.012 -0.004 -0.046 0.047
H 2.049934 1.103040 -2.188922 0.055 -0.097 0.025 0.071
H -3.862134 3.214736 -3.000928 0.110 -0.142 -0.048 0.107
H -3.920021 4.058742 -1.470673 0.134 -0.004 0.077 0.117
H -4.030532 1.007646 -1.564802 -0.010 0.043 -0.216 0.076
H -5.491499 2.011315 -1.678002 0.007 0.003 -0.020 0.080
H -4.469786 2.070339 -0.240104 -0.012 -0.015 -0.003 0.068
H -0.691504 4.748029 -1.313123 -0.200 -0.197 -0.099 0.117
H 0.968330 4.741858 -1.838252 0.005 -0.134 -0.241 0.124
H -0.279586 2.706741 0.054420 -0.008 -0.017 -0.025 0.071
H 0.905461 3.945947 0.443281 0.054 0.125 -0.130 0.077
H 1.355465 2.582386 -0.585540 0.049 0.065 -0.014 0.069
O -1.014007 3.059308 5.725740 -2.522 -1.180 -0.424 -0.213
P -1.646706 4.341932 5.374270 3.931 3.520 0.904 0.479
O -0.988759 4.846141 3.984195 -0.528 -0.239 0.071 -0.195
C -1.227708 4.098864 2.787360 -0.136 -0.077 -0.217 -0.270
C -2.656877 4.229139 2.290169 -0.077 -0.102 0.118 -0.063
O -0.972469 5.388363 6.419015 -0.332 0.076 -0.234 -0.220
C -0.237020 4.943185 7.560958 0.250 -0.146 0.113 -0.275
C 1.251161 4.918643 7.277332 0.106 0.270 -0.032 -0.072
O -3.051437 5.073669 5.335634 -0.630 -2.030 -0.275 -0.193
C -3.245144 6.487157 5.539599 -0.562 0.625 0.211 -0.242
C -2.541763 7.394255 4.558498 0.398 -0.154 -0.112 -0.071
H -0.968700 3.048746 2.949886 0.032 0.028 0.052 0.116
H -0.549119 4.498416 2.036773 0.098 0.085 0.136 0.095
H -3.363058 3.776996 2.989053 -0.003 -0.023 -0.036 0.076
H -2.765024 3.725483 1.327114 0.047 0.014 -0.012 0.066
H -2.937076 5.275956 2.177476 0.041 0.005 -0.070 0.071
H -0.593131 3.968185 7.889359 0.002 -0.071 -0.171 0.106
H -0.455070 5.644650 8.368023 -0.050 0.096 -0.102 0.118
H 1.468538 4.454795 6.315998 -0.110 -0.181 0.057 0.075
H 1.785248 4.382517 8.062608 -0.014 -0.015 -0.002 0.077
H 1.642273 5.936924 7.237981 0.015 -0.010 -0.006 0.074
H -2.991838 6.749552 6.564286 0.213 -0.195 0.011 0.116
H -4.321555 6.631396 5.443744 -0.014 -0.245 -0.066 0.121
H -1.462228 7.380452 4.697614 0.004 -0.040 0.018 0.075
H -2.883432 8.418889 4.710363 -0.109 -0.047 0.052 0.086
H -2.748367 7.106415 3.528565 -0.083 0.040 0.008 0.066
```
Positions in Å, forces in eV/Å.

=====

no.,energy (hartree)
1,-3242.31764
2,-2711.81823